1.
Density functional theory data (the ωB97M-V functional and the def2-TZVPD basis) for a single C19H15ClN2O3 molecule at a distorted geometry.

```
40
Properties=species:S:1:pos:R:3:forces:R:3
O 1.08078 -1.00745 -1.22225 0.20 0.18 0.11
C 0.54626 2.75026 -0.59751 0.67 0.12 -0.67
H -0.55949 1.32019 1.72641 0.15 -0.24 0.06
H 0.29095 -2.42483 0.98312 -0.10 -0.09 -0.06
C -2.82264 0.61239 -0.90679 0.01 0.01 -0.12
C -1.04368 2.18230 1.31872 0.47 0.48 -0.71
H -0.04172 -1.87834 -2.61895 0.03 -0.06 0.20
C -0.60222 2.91519 0.24053 -0.41 -0.86 1.28
C 1.66418 -1.08848 0.00487 0.36 -0.04 0.24
H 0.68699 3.48274 -1.39997 0.08 -0.06 0.00
C -3.44087 -1.45090 0.14087 -0.04 -0.03 0.05
H -4.64973 0.30759 0.17088 -0.09 0.04 0.04
C -1.32847 -1.28291 -1.02498 0.14 -0.12 0.09
C 2.84180 -0.34360 0.17158 -0.09 -0.38 0.01
C 3.29826 0.56936 -0.91413 -0.11 0.04 0.09
Cl -1.96319 -3.68817 0.08653 0.00 -0.20 0.07
H 3.68320 -1.30122 3.30207 0.05 0.00 0.08
H -4.13755 -2.04478 0.71184 -0.04 -0.07 0.04
C -2.23568 2.79786 1.74809 -0.20 0.52 -0.29
C -2.25317 -2.01924 -0.29332 -0.03 0.25 -0.10
H 1.56211 -2.54254 3.05043 -0.03 -0.06 0.06
H -2.85898 2.49999 2.56584 -0.18 -0.01 0.16
H 4.48043 0.13056 1.44272 0.10 0.06 0.00
H -0.92259 0.61108 -1.89507 0.09 0.09 -0.06
C 1.21013 -1.86814 1.06076 -0.23 0.02 -0.30
C -2.43819 3.85420 0.90897 -0.44 -0.38 0.70
N 1.34454 1.77977 -0.38577 -0.75 0.16 0.50
H -3.21147 4.59562 0.86328 -0.04 0.14 -0.09
H 0.14863 -2.86035 -1.15145 0.02 0.16 -0.08
C -1.63813 0.03861 -1.32561 -0.11 -0.08 0.01
C 1.93338 -1.93178 2.24073 0.15 0.06 0.07
N 2.42410 1.60345 -1.14606 0.32 0.75 -0.87
C -3.72374 -0.13277 -0.16546 0.01 -0.05 -0.01
H 2.65136 2.25903 -1.89968 -0.01 -0.28 0.27
O -1.45966 3.93386 -0.00392 0.30 0.19 -0.50
C 3.56655 -0.43599 1.34719 -0.11 0.01 -0.25
C 3.11753 -1.23388 2.38578 -0.02 -0.06 0.15
O 4.33088 0.47819 -1.53605 0.08 -0.04 0.00
H -3.04763 1.63607 -1.16301 0.00 0.14 0.02
C -0.01842 -1.84466 -1.52335 -0.19 -0.29 -0.17
```
Forces are in eV/Å.

Results
SMILES string: O=C(N/N=C/c1ccco1)c1ccccc1OCc1ccccc1Cl
total charge: 0
calculated total energy: -41590.253 eV


2.
Density functional theory data (the ωB97M-V functional and the def2-TZVPD basis) for a single C19H15ClN4O3 molecule at a distorted geometry.

```
42
Properties=species:S:1:pos:R:3:forces:R:3
H -2.20906 -1.61631 1.93639 0.74 0.38 0.02
C 1.15542 -1.61446 1.71984 -1.76 -2.53 2.01
C 2.83291 1.26601 -0.21796 -0.65 0.49 0.81
H -1.60674 0.61433 -1.59855 0.31 -0.05 0.35
H 0.70587 5.01380 -1.51147 -0.03 -0.27 -0.16
C -1.25811 -2.16669 1.85080 -0.28 -0.05 -0.03
C -0.82108 3.80673 -2.45612 -0.25 -0.80 0.49
H -1.20021 -6.61323 0.40493 -0.10 0.23 0.08
H 0.40900 5.09770 0.84224 0.33 -0.60 0.03
C 2.71345 2.62636 0.47818 2.02 1.69 1.38
H -2.96212 -3.74466 -2.19569 -0.42 0.20 -0.71
Cl -2.84546 2.33550 -3.47790 0.18 -0.20 0.20
H 3.83436 0.90310 -0.04360 0.01 -0.22 0.39
C -1.49753 2.56147 -2.40270 0.97 0.83 0.42
O 3.65860 3.03416 1.17375 -1.77 -0.71 -1.00
H -2.47428 -1.91632 -0.56757 0.02 0.36 -0.05
N 1.58934 3.41803 0.29823 0.66 -0.80 0.25
O 1.45131 -2.53782 2.51050 -0.87 2.16 -2.09
C -0.00603 1.77938 -0.63086 -0.06 0.18 -0.96
C -2.45850 -3.95844 -1.28883 0.94 0.38 1.80
C 0.22448 4.03866 -1.56269 -0.78 -0.45 -0.02
C -2.15335 -2.92192 -0.37378 0.40 -2.02 0.38
H -1.16561 4.55417 -3.16859 0.22 -0.11 0.21
N 1.82813 0.35776 0.35686 -1.11 -0.50 -0.03
C 1.38530 4.64346 1.08643 -0.33 0.32 0.02
H 2.71475 1.37277 -1.27928 -0.40 -0.08 -0.63
N -0.16811 -1.32351 1.34807 2.07 0.72 0.66
N -0.49234 -0.21070 0.63301 1.61 2.10 -1.14
H 1.38490 4.40525 2.15019 0.16 -0.02 -0.05
C -1.48734 -3.24873 0.84924 -1.02 -1.04 -0.94
H -1.00410 -2.57846 2.84264 0.16 0.32 -0.54
C 2.20190 -0.75240 1.14734 2.62 1.34 -0.25
H -2.37934 -6.10788 -1.63389 0.23 0.60 0.22
O 3.37170 -0.95993 1.41254 -1.02 0.15 -0.49
H 2.10849 5.43828 0.90136 0.35 -0.37 -0.08
C 0.46466 0.61614 0.16200 -1.88 -2.51 1.59
C 0.61035 3.05285 -0.63446 -0.74 -0.24 -0.60
C -2.10091 -5.27474 -0.96800 -0.75 -0.01 -0.96
H -0.64111 -4.78633 2.07619 -0.10 -0.17 -0.11
C -1.16162 -4.58558 1.14517 -0.15 1.00 -0.75
C -1.47333 -5.57623 0.21121 0.63 -0.33 0.87
C -1.07866 1.55844 -1.52519 -0.13 0.62 -0.61
```
Forces are in eV/Å.

Results
SMILES string: CN1C(=O)Cn2c(nn(Cc3ccccc3)c(=O)c2=O)-c2cc(Cl)ccc21
total charge: 0
calculated total energy: -44571.532 eV


3.
Density functional theory data (the ωB97M-V functional and the def2-TZVPD basis) for a single C19H15F3N2O5S molecule at a distorted geometry.

```
45
Properties=species:S:1:pos:R:3:forces:R:3
C 1.15426 2.14014 -1.02189 0.31 -0.01 0.12
H -2.70360 -4.49748 -2.42292 -0.03 0.04 0.01
O 0.26882 -3.16465 0.42479 0.16 -0.07 0.09
H -0.94677 -1.68281 2.07408 0.03 -0.04 0.03
C 2.00433 0.58122 0.60994 0.00 0.14 -0.08
C 2.17318 3.23949 2.14702 0.07 0.56 0.62
F 0.65048 -1.93249 -2.63688 -0.20 0.00 0.13
O -0.85606 4.07349 0.41262 -0.04 -0.21 -0.25
H 1.03308 1.41755 -3.03294 -0.05 0.00 -0.07
N -1.76474 -2.41071 -0.32653 0.02 0.24 0.12
H -1.23084 -5.44649 -0.06225 0.05 0.05 0.01
C -1.12315 1.48441 0.94488 -0.01 0.49 0.16
H -0.52141 -4.91203 -1.57648 0.05 0.04 0.04
H -2.32237 -0.21553 -1.70458 -0.01 0.00 -0.07
C 1.47339 1.82802 0.29558 0.54 -0.39 -0.85
H 2.29721 0.36151 1.62329 -0.03 -0.02 0.12
C 1.28976 1.18426 -2.01100 0.15 -0.25 0.00
O 3.27878 2.76018 2.11927 0.00 -0.04 -0.11
H 2.65701 4.79889 3.49104 -0.01 -0.03 -0.06
C -1.14355 -0.85341 1.41447 -0.12 0.09 -0.06
H -0.50425 0.65568 2.80562 0.11 -0.06 0.15
H 0.77183 3.12247 -1.25184 -0.02 0.08 -0.04
H -3.40940 -4.91970 -0.87290 -0.01 0.07 -0.02
C -0.76873 -3.36480 -0.14339 0.09 -0.24 -0.12
F 1.82611 -0.72485 -3.96902 0.02 0.29 -0.06
H 1.26411 5.14884 2.42756 -0.04 0.10 0.01
C 1.75559 -0.08213 -1.67925 0.02 0.09 -0.12
F 2.79510 -2.02805 -2.56085 0.22 0.00 0.20
H 1.06706 4.04742 3.77853 0.06 0.06 0.02
C 1.76792 4.38810 3.01885 0.28 0.07 0.31
N 1.17165 2.77448 1.30518 -1.05 -0.39 -0.34
C -1.91830 -0.02258 -0.72420 0.01 -0.12 0.13
C 1.77548 -1.17461 -2.70792 -0.12 -0.22 -0.17
C -0.89084 0.44241 1.82208 -0.18 -0.09 0.11
H -1.85096 2.11828 -0.94826 0.00 0.04 -0.16
O -3.81322 -2.21113 -1.34487 -0.13 0.08 -0.09
C -2.85872 -2.87371 -1.05057 -0.15 -0.25 -0.03
H 2.51131 -1.35921 -0.13270 0.02 -0.08 0.04
S -0.51940 3.10098 1.40418 0.17 -0.15 0.15
C -1.23523 -4.64265 -0.79833 0.07 -0.22 -0.04
C 2.13856 -0.37672 -0.37680 -0.05 0.08 -0.09
C -1.62093 -1.08326 0.12642 0.06 0.52 0.15
O -0.83912 3.37612 2.76849 -0.03 -0.20 0.15
C -2.62058 -4.33602 -1.34885 -0.09 -0.14 -0.12
C -1.66290 1.27107 -0.30866 -0.11 0.08 0.07
```
Forces are in eV/Å.

Results
SMILES string: CC(=O)N(c1ccc(C(F)(F)F)cc1)S(=O)(=O)c1ccc(N2C(=O)CCC2=O)cc1
total charge: 0
calculated total energy: -52153.342 eV


4.
Density functional theory data (the ωB97M-V functional and the def2-TZVPD basis) for a 2-piece molecular cluster, C19H15F3NO3S overall at a distorted geometry.

```
42
Properties=species:S:1:pos:R:3:forces:R:3
H 4.56729 -1.27577 -1.35985 -0.13 -0.15 0.16
H 5.38134 -3.62961 -1.09745 0.13 0.20 0.28
C 0.52382 -2.45082 1.87734 1.23 -0.05 -0.41
C 1.23733 -1.19022 1.45640 0.63 -0.96 -0.15
H 2.69591 5.64128 3.77306 -0.03 -0.16 -0.12
C 2.42221 3.25014 1.33836 0.11 0.14 0.27
O -1.00942 -0.68033 4.06418 -0.19 -0.80 -1.15
F -3.51109 -1.77851 1.57935 0.90 -0.31 -1.27
C 4.77109 -1.69160 -0.37443 -0.59 -0.05 0.28
N -0.85762 -2.04458 2.11031 -1.15 -0.21 -1.16
C 0.42562 -0.07273 2.18322 -0.38 0.41 0.60
C 4.45378 -0.90027 0.74445 0.41 0.09 -0.01
S -1.20386 -1.14177 0.33171 -1.55 -2.50 2.41
C 2.66448 4.64910 3.32445 -0.63 0.18 -0.06
H 2.29116 3.11527 0.25828 0.10 0.18 0.51
F -3.44888 -1.76691 -0.63856 0.22 -0.48 1.01
H 4.84810 -0.62119 2.83897 -0.18 -0.47 -0.18
F -2.55948 -3.45192 0.50269 -0.31 1.68 -0.02
C -0.61360 -0.87830 2.94329 0.61 1.50 0.26
C 2.68884 0.73138 1.63793 4.12 1.26 0.00
C 5.26065 -2.99080 -0.21951 0.15 0.43 0.22
C 2.60931 2.10437 2.13751 -0.18 -0.49 -0.06
H 1.19244 -1.06247 0.35657 0.17 -0.13 0.65
C 5.38412 -2.63445 2.17468 0.25 0.21 -0.40
C 4.90597 -1.32439 2.00195 -0.36 -0.53 -0.06
H 2.90980 0.13640 2.54008 -0.35 -0.08 -0.59
C 5.56889 -3.46606 1.06149 -0.28 0.16 -0.02
H 5.95779 -4.48088 1.16938 -0.21 0.27 0.12
H 0.88938 0.64295 2.86036 0.16 -0.59 -0.02
H 2.26642 5.40119 1.34431 0.23 -0.21 0.11
C -2.72954 -2.08893 0.50409 -1.09 -0.50 -0.90
O 1.02674 -3.51399 2.13354 -1.20 0.59 -0.15
H 2.29705 -1.34586 1.68034 -0.74 0.05 0.18
C 3.67826 0.42231 0.59902 -0.53 0.86 1.17
O 3.95934 1.16204 -0.35008 0.00 -0.12 -0.68
H -0.06411 0.55638 1.42643 0.22 -0.02 0.50
H 2.70606 1.37450 4.19131 -0.01 0.22 -0.25
H 5.59790 -3.00984 3.17619 0.14 0.17 -0.26
C 2.44647 4.50710 1.94636 0.13 -0.09 0.01
H 2.68930 3.61301 5.22834 0.15 0.01 -0.25
C 2.64900 2.26296 3.55419 -0.01 0.23 -0.25
C 2.67668 3.51617 4.14184 0.05 0.08 -0.33
```
Forces are in eV/Å.

Results
total charge: -1
calculated total energy: -46564.177 eV


5.
Density functional theory data (the ωB97M-V functional and the def2-TZVPD basis) for C19H15GaN3O2 as an isolated structure.

```
40
Properties=species:S:1:pos:R:3:forces:R:3
C 0.24923 -1.71285 -0.35201 0.16 0.96 -0.17
C -0.29321 -2.15872 0.97549 -0.03 -0.06 0.10
C 1.55123 2.87534 -0.93528 0.06 -0.08 0.16
H -2.67408 -4.16564 2.31962 0.02 -0.01 0.02
N 2.41297 0.66787 -0.42596 -0.12 -0.09 -0.06
H 5.42088 -0.74693 -0.78560 0.00 0.01 0.03
H -1.78403 -3.45954 0.13906 -0.01 0.03 0.00
C 4.66764 0.02722 -0.81752 0.06 -0.01 0.01
C -1.84585 -3.46989 2.28187 -0.05 0.00 -0.04
C -4.31320 1.43578 -1.41276 0.08 -0.01 0.03
C -4.07229 0.15780 -0.92721 -0.04 -0.01 0.01
H -0.34290 -2.09391 -1.18376 0.00 0.01 -0.01
N -1.80725 0.72502 -0.48925 0.15 -0.01 -0.08
C -1.27652 -3.00036 3.45502 0.01 0.03 0.02
C -2.04264 1.96002 -0.94521 -0.16 0.08 -0.06
O -1.02820 4.08411 -1.13147 0.02 -0.02 -0.09
N 0.33111 2.22042 -0.83570 -0.03 -0.52 0.05
C 3.38975 -0.24478 -0.37157 0.01 -0.01 0.15
C 4.95718 1.29605 -1.30244 -0.11 -0.02 0.04
C -3.28383 2.36392 -1.39743 0.04 0.07 0.10
C -0.86839 2.90596 -0.98309 -0.08 -0.04 0.13
H -5.28787 1.70469 -1.79658 -0.01 0.00 0.03
C 2.69549 1.89404 -0.87663 0.18 0.08 -0.07
C -1.35490 -3.05708 1.05050 0.07 -0.02 0.01
Ga 0.29104 0.31500 -0.45149 -0.14 -0.23 -0.11
H 0.25712 -1.76579 4.30561 -0.01 0.03 -0.01
C -2.81204 -0.15837 -0.45790 -0.03 0.01 0.12
H -4.85069 -0.59154 -0.90816 0.00 0.01 0.02
C 3.95805 2.25732 -1.30396 0.01 0.06 0.08
H 1.11327 -1.00786 2.11801 0.03 -0.01 0.07
H 5.94586 1.53014 -1.67265 0.01 0.01 0.03
H -3.40575 3.38759 -1.72227 -0.01 -0.03 -0.06
H 1.27814 -2.04000 -0.49608 -0.06 -0.13 -0.05
H 3.13593 -1.20254 0.06370 0.00 -0.02 -0.11
O 1.75117 4.05077 -1.05180 -0.01 -0.01 -0.11
C 0.27583 -1.70092 2.16443 -0.04 0.08 -0.16
H -1.66381 -3.31693 4.41388 0.02 -0.02 -0.01
H 4.12264 3.27573 -1.62663 -0.01 -0.02 -0.06
C -0.20465 -2.12001 3.39331 -0.01 -0.02 0.09
H -2.59243 -1.12115 -0.02010 0.03 -0.07 -0.08
```
Forces are in eV/Å.

Results
total charge: +1
calculated total energy: -80883.646 eV


6.
Density functional theory data (the ωB97M-V functional and the def2-TZVPD basis) for C19H16AsCl4F6N4O5W as an isolated structure at a distorted geometry.

```
56
Properties=species:S:1:pos:R:3:forces:R:3
H 4.23434 2.82054 -0.06826 0.27 -0.13 0.27
C 1.26076 3.16467 -0.14332 0.08 0.03 -0.85
N 0.13894 3.79889 0.07965 -0.17 0.01 0.34
C -0.49263 -2.60961 1.49725 0.30 0.44 -0.25
W -0.33545 -0.55525 -0.76877 -1.77 -0.26 -0.18
N 1.34366 1.79388 -0.16414 0.94 0.56 -0.28
H 2.72926 -2.76820 2.70482 0.26 0.23 -0.08
C -2.06601 1.26852 3.15857 0.53 -0.05 -1.30
H 0.82018 1.91172 4.85152 -0.22 -0.15 -0.30
F -2.30816 -5.67172 -5.58636 -0.34 -0.22 -0.46
N 2.39946 3.75847 -0.46675 -0.48 -1.54 0.32
Cl -2.39976 0.54970 0.48927 -0.18 0.69 0.68
Cl 2.41627 1.78203 2.58282 -0.90 0.10 0.15
H -1.56201 1.48510 5.26926 -0.37 0.05 -0.16
O -1.48679 0.25648 -2.12247 0.69 -0.27 -0.04
H -0.11216 1.25180 -4.60792 0.00 0.01 0.05
H 0.11361 4.80202 -0.01455 -0.22 -0.10 0.01
F -1.63105 -1.86723 -0.82174 -0.92 -0.12 -0.87
H 3.83424 2.75589 -1.76311 -0.46 0.14 0.14
C -1.48312 1.21543 1.86221 -0.48 -1.19 0.69
C 2.50652 5.13569 -0.90140 0.76 -0.14 -0.56
H -0.68573 3.25766 -0.10683 -0.58 0.18 -0.02
O -0.41394 -1.37667 1.12837 -0.33 -0.04 -0.50
Cl -1.88971 2.83392 -5.00848 0.55 -0.52 0.34
C -1.23109 1.48666 4.23927 0.93 0.21 -0.22
C 0.74988 -3.19711 1.93576 -0.98 -0.81 0.19
F -4.63742 -6.53443 -5.32409 -0.65 -0.24 0.63
H 3.48597 5.48027 -0.57172 -0.05 0.23 -0.31
Cl -0.20920 -6.99696 2.38954 -0.24 0.51 -0.09
F 0.73990 -2.00429 -1.10416 0.47 0.08 0.08
F -4.20404 -4.53709 -6.81763 -0.08 0.03 -0.05
O 3.17353 0.37219 -0.32809 1.15 -3.97 0.03
C -1.63679 -4.71911 1.81284 1.57 0.32 0.22
H -2.68621 -2.97987 1.33989 0.36 0.43 -0.20
C -0.11898 1.27174 1.61690 -0.06 0.47 1.10
C 1.78727 -2.28481 2.40342 0.37 -0.30 0.24
C -1.19855 1.47869 -2.75999 -0.45 -0.14 1.65
C 3.40215 2.71790 -0.75073 0.36 0.73 -0.42
O 1.51268 -1.13832 2.58531 1.02 0.87 0.57
H 1.78859 -4.96731 2.59593 -1.20 0.42 -0.42
C -0.35173 -5.33728 2.11081 -0.39 0.47 -0.08
H 2.39703 5.14022 -1.98881 0.28 0.32 0.03
C 0.82093 -4.51884 2.23367 0.61 -0.93 0.12
F 0.81950 0.18363 -1.98852 1.25 0.14 -0.32
C 0.65313 1.62824 2.73036 1.43 -0.28 0.45
C 0.14507 1.69108 4.02307 -0.52 0.23 -0.54
N 0.39833 0.92686 0.34217 -0.37 0.38 -0.06
As -3.63655 -6.14735 -6.62691 1.08 0.44 -0.10
C -1.13329 1.38245 -4.25654 -1.19 0.23 -0.09
H -1.76236 0.53042 -4.52167 0.34 0.01 -0.22
C -1.69335 -3.37547 1.52358 -0.36 -1.04 0.24
C 2.70832 1.40618 -0.47978 -1.49 4.00 0.76
H -3.12690 1.09272 3.25345 -0.04 0.03 0.11
O -1.11667 2.44212 -2.04824 0.29 -0.10 -0.78
H -2.54005 -5.29592 1.84261 -0.16 -0.35 -0.05
H 1.77019 5.80906 -0.49136 -0.24 -0.10 0.39
```
Forces are in eV/Å.

Results
total charge: +2
calculated total energy: -165207.629 eV
2S+1: 2


- Which value of total charge does entry 5 give?
  +1


- Which value of total charge does entry 3 give?
  0


- total charge of number 1 (C19H15ClN2O3)?
  0


- Which of these has the highest calculated total energy?
  C19H15ClN2O3